Here is C18H55InNO8 as an isolated structure from the OMol25 dataset. Energies are from ωB97M-V/def2-TZVPD.

Geometry (Å):
C 4.1515 -3.2846 0.4390
C 3.9424 -3.9486 -0.9214
N 4.4654 -3.1451 -2.0183
In 3.2918 -1.4226 -2.5015
C 3.9735 0.4213 -1.3922
C 3.9111 0.3688 0.1467
C 3.3182 1.6442 0.7725
C 1.7842 1.6063 0.9265
C 1.0111 2.4414 -0.1161
C 0.3180 1.6011 -1.1864
C -0.9306 0.8746 -0.6602
C -0.7411 -0.6420 -0.5160
O -1.5059 -1.0849 0.6407
C -0.6754 -1.7796 1.5508
H 5.0072 -2.6165 0.4085
H 4.3876 -4.0588 1.1633
H 3.2665 -2.7642 0.7952
H 2.8761 -4.2152 -1.0188
H 4.4897 -4.8998 -0.8957
H 4.5033 -3.7364 -2.8431
H 1.5389 -1.6584 -2.2540
H 3.5494 -1.0492 -4.2535
H 5.0056 0.5614 -1.7118
H 3.3898 1.2475 -1.7959
H 4.9071 0.1974 0.5470
H 3.2733 -0.4570 0.4615
H 3.5986 2.5071 0.1812
H 3.7246 1.7442 1.7790
H 1.5478 1.9871 1.9198
H 1.4241 0.5804 0.8800
H 1.6907 3.1265 -0.6181
H 0.2575 3.0413 0.3972
H 0.0223 2.2776 -1.9871
H 1.0347 0.9137 -1.6327
H -1.1945 1.2358 0.3299
H -1.7275 1.0323 -1.3781
H 0.2976 -0.9020 -0.3518
H -1.1231 -1.1383 -1.4025
H -1.2921 -2.1797 2.3557
H -0.1872 -2.6224 1.0591
H 0.0667 -1.1236 2.0080
C 0.8562 2.5140 -5.4693
O 0.5934 3.4613 -4.4345
H 1.5277 1.7585 -5.0715
H -0.0690 2.0284 -5.7907
H 1.3355 3.0020 -6.3233
H -0.0058 4.1253 -4.7893
C -4.1338 -0.5335 -2.3502
O -3.4888 0.4488 -3.1601
H -3.4225 -0.8672 -1.5987
H -5.0045 -0.1063 -1.8468
H -4.4415 -1.3858 -2.9639
H -4.1308 0.7437 -3.8137
C 2.8406 5.7394 1.2927
O 3.9761 5.0255 0.8249
H 2.1603 5.0134 1.7313
H 3.1195 6.4720 2.0570
H 2.3280 6.2491 0.4720
H 4.5850 5.6563 0.4273
C -4.5665 0.1428 1.6765
O -5.7110 -0.0572 0.8447
H -4.3759 1.2118 1.7413
H -4.7639 -0.2417 2.6809
H -3.6876 -0.3495 1.2558
H -5.8724 -1.0066 0.7989
C -5.3588 -3.3079 3.0467
O -6.4863 -3.4705 2.1874
H -5.1709 -2.2436 3.1354
H -5.5606 -3.7154 4.0406
H -4.4760 -3.7903 2.6207
H -6.6587 -4.4132 2.0988
C 2.3550 -6.0747 2.6882
O 3.2285 -5.0456 3.1326
H 2.1750 -5.9088 1.6288
H 2.8070 -7.0624 2.8198
H 1.3993 -6.0400 3.2200
H 3.3980 -5.1789 4.0708
C -5.0648 4.6100 1.8186
O -6.1997 4.4225 0.9788
H -4.8754 5.6785 1.8836
H -5.2584 4.2206 2.8220
H -4.1850 4.1192 1.3953
H -6.3652 3.4754 0.9142

Results
Net charge ... -1
LUMO energy ... 2.10 eV
HOMO-LUMO gap ... 5.95 eV
F_max ... 1.2 eV/A

Table of Mulliken atomic charges, one value per atom, all in e: -0.714, -0.417, -0.653, 0.863, -1.360, 0.201, -1.095, 0.331, -1.058, -0.202, -0.294, -0.633, -0.306, -0.961, 0.292, 0.269, 0.065, 0.164, 0.449, 0.165, -0.513, -0.425, 0.403, 0.351, 0.428, -0.362, 0.303, 0.499, 0.503, -0.597, 0.474, 0.424, 0.295, -0.089, 0.234, 0.201, 0.282, 0.359, 0.268, 0.372, 0.307, -0.475, -0.470, 0.170, 0.240, 0.283, 0.260, -0.338, -0.491, -0.006, 0.280, 0.328, 0.279, -0.516, -0.454, 0.175, 0.298, 0.261, 0.262, -0.219, -0.523, 0.087, 0.220, 0.155, 0.291, -0.280, -0.511, -0.011, 0.313, 0.255, 0.292, -0.529, -0.453, 0.193, 0.291, 0.261, 0.260, -0.408, -0.516, 0.246, 0.224, 0.145, 0.310